Formula: C5H7NO
Source: the Open Molecules 2025 dataset
Level of theory: ωB97M-V/def2-TZVPD

```
14
Properties=species:S:1:pos:R:3:forces:R:3
N -2.446 0.311 -1.168 0.30 -0.12 0.28
C -1.378 0.275 -0.508 -0.33 0.05 -0.31
O -1.184 0.529 0.836 -0.14 0.06 0.07
C 0.219 0.819 0.594 0.26 0.21 0.20
C 1.136 -0.318 1.026 0.06 -0.04 0.14
C 0.876 -1.017 -0.335 -0.02 -0.11 -0.09
C 0.087 0.232 -0.834 -0.05 0.16 -0.18
H -3.222 0.551 -0.547 0.02 -0.16 -0.10
H 0.423 1.864 0.835 0.11 -0.16 -0.07
H 0.836 -0.846 1.933 0.01 0.08 -0.09
H 2.169 0.027 1.132 -0.11 -0.10 -0.02
H 0.294 -1.941 -0.294 0.08 0.16 -0.02
H 1.787 -1.197 -0.912 -0.19 0.01 0.07
H 0.401 0.711 -1.758 -0.01 -0.02 0.11
```
Positions in Å, forces in eV/Å.

Values from the calculation:
Spin multiplicity   1
HOMO-LUMO gap   10.962 eV
Energy relative to the best compared isomer or geometry (same formula, charge and spin)   43.6 kcal/mol
Energy   -324.654953 Ha
HOMO level   -9.96 eV


Formula: C5H7NO
Source: the Open Molecules 2025 dataset
Level of theory: ωB97M-V/def2-TZVPD

```
14
Properties=species:S:1:pos:R:3:forces:R:3
C 1.575 -0.204 0.479 -0.01 0.00 0.06
C 0.138 -0.429 0.813 -0.12 0.29 0.12
C -0.885 0.404 0.530 0.25 0.19 0.63
C -0.730 1.715 -0.134 0.30 0.15 0.05
O 0.335 2.221 -0.421 -0.42 -0.20 0.05
C -0.323 -2.323 -1.514 -0.68 0.24 -0.70
N -1.076 -1.423 -1.670 0.89 -0.55 0.60
H 1.710 0.059 -0.575 -0.08 -0.03 0.15
H 2.188 -1.076 0.719 -0.15 0.14 -0.01
H 1.923 0.663 1.047 0.12 -0.06 -0.08
H -0.104 -1.370 1.311 -0.03 0.20 -0.11
H -1.177 -0.602 -1.051 -0.29 -0.41 -0.76
H -1.894 0.123 0.828 0.11 0.08 -0.02
H -1.680 2.241 -0.363 0.11 -0.04 0.03
```
Positions in Å, forces in eV/Å.

Values from the calculation:
Spin multiplicity   1
HOMO-LUMO gap   9.726 eV
Energy relative to the best compared isomer or geometry (same formula, charge and spin)   69.8 kcal/mol
Energy   -324.613299 Ha
HOMO level   -10.24 eV


Formula: C5H7NO
Source: the Open Molecules 2025 dataset
Level of theory: ωB97M-V/def2-TZVPD

```
14
Properties=species:S:1:pos:R:3:forces:R:3
C 1.249 -0.820 0.597 0.13 -0.11 0.21
C -0.209 -1.186 0.796 0.12 -0.34 0.17
O -0.882 -0.083 1.395 -0.01 0.02 0.13
C -1.053 0.698 0.163 -0.22 0.31 -0.22
C 0.192 1.301 -0.328 0.10 0.10 0.10
N 0.842 0.094 -0.538 0.03 0.20 -0.25
C -0.472 -0.542 -0.608 -0.11 -0.15 -0.17
H 1.753 -0.296 1.408 -0.08 -0.08 -0.10
H 1.873 -1.621 0.194 -0.10 0.11 0.06
H -0.544 -2.157 1.162 0.06 0.15 -0.06
H -2.038 1.160 0.103 0.15 -0.06 0.00
H -0.560 1.011 -1.957 0.00 -0.07 0.05
H 0.625 2.293 -0.408 -0.07 -0.13 0.02
H -0.775 0.150 -1.978 -0.01 0.05 0.06
```
Positions in Å, forces in eV/Å.

Values from the calculation:
Spin multiplicity   1
HOMO-LUMO gap (alpha / beta)   8.603 / 8.602 eV
Energy relative to the best compared isomer or geometry (same formula, charge and spin)   189.1 kcal/mol
Energy   -324.423067 Ha
HOMO level (alpha / beta)   -8.57 / -8.57 eV


Formula: C5H7NO
Source: the Open Molecules 2025 dataset
Level of theory: ωB97M-V/def2-TZVPD

```
14
Properties=species:S:1:pos:R:3:forces:R:3
N 2.705 0.266 0.132 -0.40 -0.19 0.07
C 1.494 -0.028 -0.014 0.37 0.24 0.00
O 0.885 -1.270 -0.035 0.08 -0.04 -0.03
C -0.271 -0.710 -0.719 -0.29 -0.12 -0.23
C -1.474 -0.500 0.192 -0.09 -0.10 0.04
C -0.844 0.832 0.677 -0.01 0.11 0.14
C 0.257 0.714 -0.424 0.09 0.13 -0.13
H 3.254 -0.586 0.264 0.02 0.09 0.10
H -0.368 -1.152 -1.711 -0.06 0.07 0.08
H -1.667 -1.283 0.930 0.06 0.09 -0.08
H -2.378 -0.332 -0.402 0.11 -0.03 0.12
H -0.463 0.823 1.701 0.01 0.00 -0.17
H -1.490 1.704 0.556 0.12 -0.13 0.00
H 0.359 1.522 -1.147 0.00 -0.13 0.09
```
Positions in Å, forces in eV/Å.

Values from the calculation:
Spin multiplicity   1
HOMO-LUMO gap   10.978 eV
Energy relative to the best compared isomer or geometry (same formula, charge and spin)   43.2 kcal/mol
Energy   -324.655664 Ha
HOMO level   -9.98 eV